Entry 1:
Below is a single C3H5NO3 molecule, with properties calculated with ωB97M-V with the def2-TZVPD basis set.

Results
SMILES: O=C1OCCN1O
Molar mass: 103.08 g mol⁻¹
E_LUMO: 0.0245 hartree
E_HOMO: -8.97 eV

Each atom is followed by the atoms it is bonded to, with distances in Å.
Element x y z (Å)
1 O -0.519 1.423 0.012  C5 1.362, C7 1.239
2 O 2.056 -0.968 0.105  N4 1.418, H9 1.090
3 O 1.535 2.024 0.048  C7 1.181
4 N 0.844 -0.253 -0.065  O2 1.418, C6 1.650, C7 1.454
5 C -1.345 0.341 -0.012  O1 1.362, C6 1.459, H8 1.197, H12 1.195
6 C -0.652 -0.941 0.047  N4 1.650, C5 1.459, H10 1.190, H11 1.233
7 C 0.699 1.193 -0.018  O1 1.239, O3 1.181, N4 1.454
8 H -1.792 0.652 1.054  C5 1.197
9 H 2.869 -0.469 -0.422  O2 1.090
10 H -0.871 -1.528 1.059  C6 1.190
11 H -0.745 -1.775 -0.856  C6 1.233
12 H -2.079 0.301 -0.954  C5 1.195

Löwdin population analysis, charges in e, atoms 1 to 8: 0.07 -0.06 0.14 -0.07 -0.23 -0.07 -0.63 0.18

Entry 2:
Below is a single C3H5NO3S molecule, with properties calculated with ωB97M-V with the def2-TZVPD basis set.

Results
SMILES: CN(S)C(=O)C(=O)O
Molar mass: 135.14 g mol⁻¹
E_LUMO: 0.0152 hartree
E_HOMO: -10.05 eV

Each atom is followed by the atoms it is bonded to, with distances in Å.
Element x y z (Å)
1 S -1.053 -1.522 -0.118  N5 1.701, H13 1.346
2 O 0.279 2.054 0.089  C6 1.210
3 O 2.040 -0.202 -1.139  C7 1.204
4 O 1.882 -0.393 1.098  C7 1.341, H11 0.977
5 N -0.999 0.176 -0.039  S1 1.701, C6 1.366, C8 1.462
6 C 0.188 0.850 0.001  O2 1.210, N5 1.366, C7 1.527
7 C 1.450 -0.003 -0.109  O3 1.204, O4 1.341, C6 1.527
8 C -2.248 0.934 0.026  N5 1.462, H9 1.091, H10 1.095, H12 1.090
9 H -2.741 0.765 0.984  C8 1.091
10 H -1.995 1.994 -0.078  C8 1.095
11 H 2.733 -0.846 0.940  O4 0.977
12 H -2.914 0.628 -0.782  C8 1.090
13 H -1.190 -1.767 1.199  S1 1.346

Löwdin population analysis, charges in e, atoms 1 to 8: 0.87 0.11 0.13 0.12 -0.47 -0.45 -0.51 -0.09

Entry 3:
Below is a single C3H5NO3S molecule, with properties calculated with ωB97M-V with the def2-TZVPD basis set.

Results
SMILES: O=C1NSCOCO1
Molar mass: 135.14 g mol⁻¹
E_LUMO: 0.0071 hartree
E_HOMO: -9.51 eV

Each atom is followed by the atoms it is bonded to, with distances in Å.
Element x y z (Å)
1 S -0.718 -1.677 -0.149  N5 1.797, C7 1.823
2 O -1.430 1.217 0.094  C7 1.512, C8 1.392
3 O 2.840 -0.196 0.201  C6 1.260
4 O 0.985 1.070 0.228  C6 1.362, C8 1.446
5 N 1.013 -1.194 -0.155  S1 1.797, C6 1.221, H11 1.095
6 C 1.584 -0.148 0.107  O3 1.260, O4 1.362, N5 1.221
7 C -1.572 -0.222 0.539  S1 1.823, O2 1.512, H9 1.243, H13 1.207
8 C -0.207 1.235 -0.572  O2 1.392, O4 1.446, H10 1.112, H12 1.181
9 H -1.192 0.092 1.681  C7 1.243
10 H -0.075 2.207 -1.096  C8 1.112
11 H 1.579 -2.099 0.089  N5 1.095
12 H -0.104 0.276 -1.253  C8 1.181
13 H -2.703 -0.560 0.285  C7 1.207

Löwdin population analysis, charges in e, atoms 1 to 8: 0.94 -0.15 0.04 0.04 -0.20 -0.72 -0.44 -0.25

Entry 4:
Below is a single C3H5NO3S molecule, with properties calculated with ωB97M-V with the def2-TZVPD basis set.

Results
Molar mass: 135.14 g mol⁻¹
E_LUMO (spin up / spin down): 0.0232 / -0.0903 hartree
<S²>: 2.01
E_HOMO (spin up / spin down): -5.51 / -9.81 eV
Multiplicity: 3

Each atom is followed by the atoms it is bonded to, with distances in Å.
Element x y z (Å)
1 S 2.203 0.482 -0.110  O3 1.663, C6 1.852
2 O -2.005 1.438 -0.745  C8 1.179
3 O 1.156 1.384 0.815  S1 1.663, H12 0.966
4 O -2.323 -0.630 0.318  C7 1.532, C8 1.297
5 N 0.057 -1.161 0.082  C6 1.423, C7 1.398, H11 1.010
6 C 0.921 -0.597 -0.898  S1 1.852, N5 1.423, H9 1.089, H13 1.090
7 C -0.873 -0.325 0.706  O4 1.532, N5 1.398, C8 1.457, H10 1.083
8 C -1.790 0.479 -0.093  O2 1.179, O4 1.297, C7 1.457
9 H 1.472 -1.371 -1.429  C6 1.089
10 H -0.819 -0.181 1.778  C7 1.083
11 H 0.516 -1.810 0.706  N5 1.010
12 H 1.134 2.288 0.473  O3 0.966
13 H 0.350 0.007 -1.602  C6 1.090

Löwdin population analysis, charges in e, atoms 1 to 8: 0.86 0.15 -0.47 0.15 -0.03 -0.43 -0.19 -0.51

Entry 5:
Below is a single C3H5NO3S molecule, with properties calculated with ωB97M-V with the def2-TZVPD basis set.

Results
Molar mass: 135.14 g mol⁻¹
E_LUMO (spin up / spin down): 0.0211 / -0.1295 hartree
<S²>: 2.01
E_HOMO (spin up / spin down): -8.39 / -10.86 eV
Multiplicity: 3

Each atom is followed by the atoms it is bonded to, with distances in Å.
Element x y z (Å)
1 S -4.240 0.037 0.063  O2 2.004, O3 1.432, O4 2.089, N5 1.458
2 O -2.557 -0.915 -0.462  S1 2.004, C6 1.305
3 O -4.532 0.716 -1.164  S1 1.432
4 O -2.427 0.968 0.521  S1 2.089, C6 1.262
5 N -5.316 -0.322 0.978  S1 1.458
6 C -1.784 0.067 -0.087  O2 1.305, O4 1.262, C7 1.508
7 C -0.308 -0.001 -0.386  C6 1.508, C8 1.566, H10 1.067, H13 1.171
8 C 0.298 -1.007 0.650  C7 1.566, H9 1.074, H11 1.137, H12 1.042
9 H 0.121 -1.884 0.057  C8 1.074
10 H -0.224 -0.140 -1.441  C7 1.067
11 H -0.152 -1.225 1.671  C8 1.137
12 H 1.261 -0.630 0.782  C8 1.042
13 H 0.106 1.035 -0.031  C7 1.171

Löwdin population analysis, charges in e, atoms 1 to 8: 0.85 -0.11 -0.31 -0.06 -0.13 -0.57 -0.12 -0.06

Entry 6:
Below is a single C3H5NO4 molecule, with properties calculated with ωB97M-V with the def2-TZVPD basis set.

Results
SMILES: N[C@]1(C(=O)O)O[C@@H]1O
Molar mass: 119.08 g mol⁻¹
E_LUMO: 0.0105 hartree
E_HOMO: -10.02 eV

Each atom is followed by the atoms it is bonded to, with distances in Å.
Element x y z (Å)
1 O 0.222 -0.126 2.423  C7 1.336, H11 1.040
2 O -0.338 0.557 -2.331  C6 1.407, H10 1.029
3 O -1.907 0.129 1.717  C7 1.204
4 O -0.640 -1.085 -0.640  C6 1.412, C8 1.371
5 N 1.334 -0.127 0.220  C8 1.444, H9 0.963, H13 0.998
6 C -0.874 0.240 -1.069  O2 1.407, O4 1.412, C8 1.463, H12 1.127
7 C -0.726 0.050 1.498  O1 1.336, O3 1.204, C8 1.505
8 C -0.107 -0.085 0.133  O4 1.371, N5 1.444, C6 1.463, C7 1.505
9 H 1.743 -0.628 -0.493  N5 0.963
10 H 0.341 -0.049 -2.812  O2 1.029
11 H 1.068 -0.325 1.853  O1 1.040
12 H -1.883 0.686 -0.837  C6 1.127
13 H 1.767 0.764 0.337  N5 0.998

Löwdin population analysis, charges in e, atoms 1 to 8: 0.09 0.00 0.14 0.11 0.14 -0.25 -0.46 -0.42

One value per record, in order, for max |F|: 6.19, 0.63, 12.04, 4.51, 5.39, 3.12 eV/A.
One value per record, in order, for energy above the lowest of the compared OMol25 structures with the same formula, charge and spin: 5.474, 0.413, 3.800, 0.736, 1.667, 2.251 eV.